ORCA calculation (ωB97M-V/def2-TZVPD) on one molecule with the formula C28H27N3O3S2 at a distorted geometry.

Last columns: bonded neighbours and bond lengths (Å).
Positions of all 63 atoms, in Å:
1 C 5.566 2.211 -1.791  C2 1.529, H37 1.087, H38 1.086, H39 1.087
2 C 5.174 0.901 -2.473  C1 1.529, C3 1.505, H40 1.094, H41 1.092
3 C 4.005 0.206 -1.828  C2 1.505, C4 1.387, C10 1.401
4 C 2.754 0.274 -2.424  C3 1.387, C5 1.383, H42 1.080
5 C 1.676 -0.417 -1.898  C4 1.383, C6 1.380, H43 1.080
6 C 1.855 -1.230 -0.798  C5 1.380, C7 1.390, H44 1.080
7 C 3.089 -1.316 -0.165  C6 1.390, C8 1.505, C10 1.397
8 C 3.257 -2.284 0.976  C7 1.505, C9 1.530, H45 1.092, H46 1.090
9 C 3.122 -3.725 0.481  C8 1.530, H47 1.088, H48 1.087, H49 1.087
10 C 4.147 -0.547 -0.655  C3 1.401, C7 1.397, N11 1.419
11 N 5.407 -0.565 -0.005  C10 1.419, C12 1.352, H50 1.013
12 C 5.755 -0.055 1.197  N11 1.352, O13 1.213, C14 1.522
13 O 6.893 -0.139 1.609  C12 1.213
14 C 4.673 0.624 2.024  C12 1.522, S15 1.826, H51 1.088, H52 1.090
15 S 3.998 2.106 1.199  C14 1.826, C16 1.725
16 C 2.337 1.663 1.057  S15 1.725, N17 1.282, S36 1.766
17 N 1.787 0.668 1.651  C16 1.282, C18 1.362
18 C 0.471 0.548 1.321  N17 1.362, C19 1.391, C35 1.413
19 C -0.396 -0.439 1.779  C18 1.391, C20 1.377, H53 1.078
20 C -1.700 -0.443 1.335  C19 1.377, C21 1.397, H54 1.078
21 C -2.149 0.525 0.434  C20 1.397, N22 1.418, C34 1.386
22 N -3.494 0.485 -0.011  C21 1.418, C23 1.389, C27 1.390
23 C -4.110 -0.678 -0.454  N22 1.389, O24 1.201, C25 1.512
24 O -3.574 -1.750 -0.537  C23 1.201
25 C -5.543 -0.339 -0.798  C23 1.512, C26 1.529, C32 1.556, H55 1.090
26 C -5.682 1.158 -0.520  C25 1.529, C27 1.512, C29 1.556, H56 1.090
27 C -4.321 1.602 -0.032  N22 1.390, C26 1.512, O28 1.200
28 O -3.993 2.705 0.307  C27 1.200
29 C -6.740 1.209 0.619  C26 1.556, C30 1.509, C33 1.533, H57 1.086
30 C -8.024 0.744 -0.025  C29 1.509, C31 1.327, H58 1.074
31 C -7.902 -0.555 -0.266  C30 1.327, C32 1.509, H59 1.074
32 C -6.536 -0.981 0.212  C25 1.556, C31 1.509, C33 1.533, H60 1.086
33 C -6.367 -0.047 1.416  C29 1.533, C32 1.533, H61 1.088, H62 1.089
34 C -1.308 1.524 -0.032  C21 1.386, C35 1.381, H63 1.077
35 C -0.003 1.527 0.419  C18 1.413, C34 1.381, S36 1.740
36 S 1.288 2.617 0.002  C16 1.766, C35 1.740
37 H 6.326 2.720 -2.379  C1 1.087
38 H 5.969 2.034 -0.797  C1 1.086
39 H 4.702 2.865 -1.699  C1 1.087
40 H 6.040 0.233 -2.483  C2 1.094
41 H 4.911 1.113 -3.511  C2 1.092
42 H 2.626 0.874 -3.313  C4 1.080
43 H 0.704 -0.342 -2.361  C5 1.080
44 H 1.025 -1.806 -0.416  C6 1.080
45 H 2.491 -2.089 1.729  C8 1.092
46 H 4.237 -2.170 1.441  C8 1.090
47 H 3.881 -3.940 -0.269  C9 1.088
48 H 3.250 -4.418 1.309  C9 1.087
49 H 2.145 -3.895 0.036  C9 1.087
50 H 6.192 -0.910 -0.545  N11 1.013
51 H 3.816 -0.020 2.212  C14 1.088
52 H 5.124 0.947 2.961  C14 1.090
53 H -0.040 -1.182 2.473  C19 1.078
54 H -2.382 -1.206 1.674  C20 1.078
55 H -5.762 -0.651 -1.820  C25 1.090
56 H -5.988 1.768 -1.370  C26 1.090
57 H -6.768 2.157 1.147  C29 1.086
58 H -8.838 1.397 -0.277  C30 1.074
59 H -8.594 -1.209 -0.762  C31 1.074
60 H -6.377 -2.044 0.365  C32 1.086
61 H -7.081 -0.261 2.209  C33 1.088
62 H -5.361 -0.028 1.833  C33 1.089
63 H -1.662 2.275 -0.718  C34 1.077

The calculation puts the LUMO energy at 0.016 Ha. As for the SMILES: CCc1cccc(CC)c1NC(=O)CSc1nc2ccc(N3C(=O)[C@@H]4[C@H](C3=O)[C@H]3C=C[C@@H]4C3)cc2s1. The charge is 0. The HOMO energy comes out at -8.354 eV. The HOMO-LUMO gap is 8.788 eV. The energy relative to the best compared isomer or geometry (same formula, charge and spin) comes out at 0.113 eV. The value obtained for the total energy is -2269.6206 Eh.